No. 1
Entry from OMol25: C10H8Cl3N5O4STe4Ti as an isolated structure (ωB97M-V with the def2-TZVPD basis set).

```
36
Properties=species:S:1:pos:R:3:forces:R:3:nbo_charge:R:1
Ti -1.234 -0.534 0.709 0.80 0.00 0.38 1.343
O 0.888 2.677 -0.694 0.05 0.05 -0.08 -0.651
C 0.413 1.770 -0.034 -0.09 -0.08 0.23 0.787
O -0.295 0.779 -0.483 -0.09 0.44 -0.24 -0.721
C 0.620 1.686 1.459 0.05 0.06 -0.01 0.104
C 1.337 2.539 2.272 0.00 -0.04 -0.10 -0.197
C 1.377 2.255 3.636 -0.05 -0.06 0.09 -0.173
C 0.696 1.158 4.148 0.06 0.11 0.00 -0.182
C -0.002 0.358 3.262 0.09 -0.15 -0.11 0.134
N 0.004 0.631 1.969 -0.26 0.03 -0.02 -0.411
C -0.859 -0.854 3.561 0.27 -0.13 0.06 0.785
O -1.081 -1.226 4.686 -0.10 0.08 -0.01 -0.589
O -1.306 -1.386 2.448 -0.20 0.03 -0.17 -0.695
H 1.846 3.388 1.839 0.00 0.00 0.00 0.235
H 1.940 2.896 4.301 0.00 0.00 0.00 0.210
H 0.694 0.911 5.200 0.01 -0.01 0.00 0.239
N 0.920 -1.092 -3.838 0.03 0.01 0.04 -0.631
N 0.836 0.233 -3.401 -0.07 -0.08 0.01 -0.454
C 0.975 1.278 -4.233 0.11 0.10 0.05 0.310
N 0.812 2.476 -3.627 -0.08 -0.01 -0.11 -0.819
S 1.346 1.193 -5.871 -0.01 -0.03 -0.06 -0.391
H 0.107 -1.605 -3.514 -0.03 0.01 -0.04 0.370
H 1.727 -1.539 -3.413 -0.01 0.01 0.02 0.362
H 0.571 0.408 -2.438 -0.02 0.01 -0.02 0.398
H 0.747 2.567 -2.620 0.03 0.00 0.13 0.423
H 1.019 3.280 -4.186 0.01 -0.01 -0.04 0.396
Te 1.609 -1.638 0.309 -0.05 -0.04 0.18 -0.071
Te 2.499 -2.609 2.642 -0.01 0.17 0.03 -0.660
Te 0.516 -4.617 -2.516 0.08 0.04 -0.09 -0.561
Te -0.151 -3.805 -0.127 -0.26 0.01 0.00 1.077
Cl -2.963 0.942 1.092 -0.13 0.21 0.05 -0.445
C -3.811 -1.828 -0.686 0.02 0.07 -0.03 -0.111
Cl -5.428 -1.575 -0.737 0.01 0.01 -0.01 0.106
Cl -2.446 -5.048 -0.116 -0.02 -0.03 0.01 -0.640
C -2.622 -2.015 -0.593 -0.05 -0.11 0.02 0.076
N -1.304 -2.055 -0.408 -0.08 -0.64 -0.21 -0.954
```
Positions in Å, forces in eV/Å.

Values from the calculation:
HOMO energy, hartree: -0.0668
Charge: -2
Energy relative to the best compared isomer or geometry (same formula, charge and spin), kJ/mol: 64.8

***

No. 2
Entry from OMol25: C44H33Br2N6O4P2SZr as an isolated structure at a distorted geometry (ωB97M-V with the def2-TZVPD basis set).

```
93
Properties=species:S:1:pos:R:3:forces:R:3:mulliken_charge:R:1
Zr -0.345 -0.380 -0.710 0.75 0.77 -0.16 -0.463
S -2.979 -7.610 -1.493 -0.13 -0.35 -0.04 0.244
N -3.703 -6.314 -0.880 0.09 -0.06 -0.05 -0.629
C -2.810 -5.339 -0.932 0.02 0.30 0.06 0.869
C -3.038 -3.965 -0.527 -0.15 -0.24 -0.09 0.082
C -4.285 -3.506 -0.094 -0.12 -0.10 0.00 -0.830
C -4.446 -2.169 0.174 -0.13 -0.02 0.02 -1.309
C -3.362 -1.319 0.028 0.20 -0.01 -0.03 -0.269
N -2.148 -1.741 -0.345 -0.20 -0.50 0.12 0.734
C -1.988 -3.063 -0.639 0.19 0.18 0.06 0.321
C -0.682 -3.486 -1.143 -0.07 0.20 0.04 -0.383
N 0.301 -2.550 -1.194 -0.16 -0.33 0.00 0.278
C 1.461 -2.889 -1.758 -0.02 0.03 0.15 -0.310
C 1.720 -4.155 -2.264 0.08 -0.03 -0.04 -1.087
C 0.743 -5.116 -2.180 0.02 -0.15 -0.03 -0.585
C -0.487 -4.781 -1.611 0.01 -0.25 0.06 0.041
C -1.575 -5.731 -1.482 0.18 0.24 -0.01 0.869
N -1.535 -7.003 -1.845 -0.12 0.02 0.05 -0.621
H -5.104 -4.211 -0.004 0.05 0.05 -0.01 0.589
H -5.399 -1.764 0.485 0.02 -0.01 -0.01 0.614
H -3.476 -0.263 0.214 0.02 0.09 0.03 0.777
H 2.221 -2.127 -1.805 0.01 0.04 -0.02 0.451
H 2.683 -4.361 -2.712 -0.02 -0.01 0.02 0.491
H 0.899 -6.124 -2.548 0.00 0.05 0.00 0.601
Br 1.337 1.811 -1.485 0.11 -0.11 0.13 -0.034
C 1.846 0.125 -0.570 0.23 0.13 -0.21 0.433
Br 0.475 -1.618 1.993 0.10 -0.12 0.22 0.012
H 2.316 0.447 0.350 0.00 -0.03 0.12 -0.881
H 2.617 -0.291 -1.209 0.03 -0.10 -0.06 0.773
O -1.841 1.077 -0.997 -0.70 0.40 -0.42 0.586
C -2.290 1.625 -2.041 -0.02 -0.03 0.12 -0.126
C -1.873 1.343 -3.352 -0.08 0.05 -0.06 0.968
C -2.438 2.107 -4.398 -0.08 0.13 0.28 -0.683
C -2.021 1.889 -5.670 0.31 0.19 -0.18 -0.704
C -1.047 0.932 -5.964 0.05 0.04 -0.06 -0.420
C -0.503 0.162 -4.956 0.10 -0.20 -0.10 -0.927
C -0.917 0.337 -3.643 0.11 -0.11 0.15 0.101
O -0.422 -0.444 -2.681 -0.32 0.21 -0.36 0.264
N -2.612 2.686 -6.770 -0.91 -0.91 -0.21 0.997
O -3.522 3.426 -6.470 0.33 0.34 0.11 -0.570
O -2.255 2.405 -7.889 0.35 0.31 0.04 -0.566
H -3.058 2.388 -1.903 -0.05 0.04 0.03 0.357
H -3.187 2.866 -4.199 0.03 -0.02 -0.01 0.671
H -0.734 0.811 -6.993 -0.01 -0.01 0.01 0.562
H 0.244 -0.591 -5.168 -0.03 0.02 -0.05 0.529
N -0.021 1.201 3.074 -0.19 0.15 -0.06 0.098
P -0.829 1.565 1.561 -0.16 0.02 0.67 0.800
C -0.874 3.376 1.633 0.05 -0.03 -0.13 0.759
C -1.470 3.971 2.753 0.02 0.02 0.05 -0.919
C -1.508 5.348 2.871 -0.01 0.02 0.03 -0.845
C -0.970 6.150 1.868 0.00 0.00 -0.01 -0.620
C -0.390 5.569 0.752 0.01 -0.03 -0.01 -0.757
C -0.340 4.183 0.633 -0.01 0.10 0.01 -0.035
C -2.534 1.158 2.072 0.00 0.06 -0.06 0.628
C -2.808 0.097 2.931 -0.06 -0.04 0.01 0.043
C -4.119 -0.208 3.277 0.03 -0.01 -0.01 -0.572
C -5.167 0.538 2.757 0.01 0.03 -0.01 -0.730
C -4.903 1.595 1.890 -0.01 -0.03 0.00 -0.700
C -3.594 1.906 1.553 -0.06 0.01 -0.05 -0.822
P 1.121 0.081 3.338 -0.07 -0.32 -0.34 1.130
C 1.108 -0.528 4.971 0.07 0.01 0.12 0.710
C 0.128 -1.423 5.417 0.01 0.03 0.12 -0.387
C 0.113 -1.781 6.751 0.00 -0.02 0.03 -0.880
C 1.058 -1.248 7.627 -0.01 0.00 0.01 -0.512
C 2.034 -0.368 7.178 0.00 -0.01 0.00 -0.818
C 2.073 -0.003 5.842 -0.05 -0.09 0.08 -0.550
C 2.700 0.587 2.791 0.11 0.10 -0.02 0.670
C 2.873 1.904 2.355 0.09 -0.01 0.01 -0.420
C 4.134 2.310 1.944 0.04 0.04 -0.01 -0.705
C 5.196 1.414 1.979 0.00 0.01 -0.01 -0.554
C 5.017 0.105 2.424 0.01 0.00 0.01 -0.844
C 3.767 -0.319 2.833 0.03 0.03 -0.05 -0.646
H -0.430 1.607 3.911 0.00 -0.04 0.02 0.483
H -1.929 3.366 3.528 0.01 0.02 -0.03 0.303
H -1.969 5.800 3.741 0.02 -0.02 -0.04 0.466
H -1.012 7.228 1.958 0.01 -0.05 0.00 0.441
H 0.029 6.190 -0.030 -0.04 -0.02 0.03 0.471
H 0.117 3.746 -0.239 0.02 -0.03 -0.01 0.040
H -2.004 -0.498 3.345 0.00 0.01 0.02 0.063
H -4.320 -1.024 3.961 0.00 0.03 -0.02 0.513
H -6.188 0.312 3.040 0.04 0.01 -0.02 0.487
H -5.717 2.191 1.496 0.04 -0.02 0.03 0.482
H -3.397 2.754 0.907 0.00 -0.02 0.03 0.485
H -0.593 -1.851 4.732 0.01 0.02 0.02 0.285
H -0.627 -2.482 7.113 0.02 0.02 0.00 0.450
H 1.035 -1.532 8.672 0.01 0.00 -0.06 0.437
H 2.770 0.028 7.866 -0.02 0.00 -0.01 0.443
H 2.838 0.674 5.484 -0.03 -0.01 0.02 0.448
H 2.044 2.603 2.351 0.02 -0.01 -0.01 0.431
H 4.289 3.327 1.608 0.00 -0.05 0.02 0.505
H 6.179 1.740 1.663 -0.03 -0.01 0.01 0.470
H 5.857 -0.577 2.459 -0.02 0.02 -0.02 0.456
H 3.622 -1.336 3.180 0.00 0.04 0.00 0.500
```
Positions in Å, forces in eV/Å.

Values from the calculation:
HOMO energy, hartree: -0.5927
Charge: +3
Energy relative to the best compared isomer or geometry (same formula, charge and spin), kJ/mol: 23.2

***

No. 3
Entry from OMol25: a 2-piece molecular cluster, C10H16 overall at a distorted geometry (ωB97M-V with the def2-TZVPD basis set).

```
26
Properties=species:S:1:pos:R:3:forces:R:3:nbo_charge:R:1
C -0.452 -2.063 1.391 0.26 -3.03 2.81 -0.608
C -0.151 -0.861 0.634 0.32 1.52 -1.17 -0.431
C -1.299 0.002 0.145 2.00 0.86 -2.74 0.013
C -2.454 0.293 0.765 -1.01 0.41 -0.09 -0.233
C -3.401 1.200 0.261 0.12 -1.26 0.74 -0.182
C -3.271 1.785 -0.925 -0.15 -0.39 -2.24 -0.235
C -2.075 1.494 -1.601 0.33 2.37 -2.43 -0.180
C -1.081 0.662 -1.151 -4.24 0.27 3.85 -0.230
H -1.073 -2.882 0.927 0.51 1.15 0.10 0.214
H -0.841 -1.927 2.445 0.14 0.17 -1.16 0.203
H 0.568 -2.506 1.567 -0.97 -0.12 -0.01 0.212
H 0.615 -0.255 1.213 -0.93 -0.43 -0.78 0.218
H 0.342 -1.242 -0.276 0.13 0.52 0.23 0.212
H -2.771 -0.249 1.596 -0.11 -0.73 1.70 0.205
H -4.325 1.307 0.730 -1.29 0.08 1.21 0.202
H -4.154 2.218 -1.446 1.06 0.27 0.58 0.218
H -1.900 2.184 -2.510 0.01 -1.53 1.19 0.201
H -0.160 0.890 -1.451 3.79 -0.17 -1.77 0.202
C 3.729 -0.293 0.398 2.29 -0.91 -0.34 -0.625
C 3.121 0.188 -0.928 -0.50 3.72 0.95 -0.626
H 4.297 -1.277 0.271 -1.34 0.80 0.34 0.207
H 4.632 0.367 0.626 -1.39 -0.50 -0.04 0.208
H 3.071 -0.305 1.279 0.19 -0.09 -0.49 0.214
H 3.508 -0.159 -1.822 1.53 -1.37 -1.41 0.210
H 2.028 0.117 -1.185 0.84 0.22 1.24 0.210
H 3.497 1.312 -0.956 -1.56 -1.86 -0.26 0.200
```
Positions in Å, forces in eV/Å.

Values from the calculation:
HOMO energy, hartree: -0.3329
SMILES: CCc1ccccc1.CC
Charge: 0
Energy relative to the best compared isomer or geometry (same formula, charge and spin), kJ/mol: 228.3

***

Asked for HOMO-LUMO gap across the records above, the calculation gives 5.564 7.502 10.037 eV in order.